The following is a quantum chemistry calculation of a single C5H8S molecule at a distorted geometry, from OMol25.

The geometry in XYZ format:
```
14
Properties=species:S:1:pos:R:3:mulliken_charge:R:1
S -2.59 0.00 -0.02 -0.2050
H -0.12 -2.03 -0.66 0.3143
C -0.03 -1.18 0.01 -0.5566
H 2.25 -1.37 -0.07 0.4381
H -2.43 -0.10 1.27 0.0946
H 2.29 1.22 0.05 0.4478
C -0.76 0.05 -0.43 -0.2379
C 1.43 0.62 0.05 -0.4183
H -0.84 0.06 -1.50 0.3015
H -0.09 2.02 -0.72 0.3106
H -0.25 1.64 0.98 0.2583
H -0.35 -1.47 0.99 0.2807
C 1.42 -0.71 0.02 -0.4215
C 0.07 1.25 0.01 -0.6064
```

Results
- E: -16149.1771 eV
- Multiplicity: 1
- ΔE to the lowest compared entry with this formula, charge and spin: 10.61 kcal/mol
- SMILES: SC1CC=CC1

---

The following is a quantum chemistry calculation of a single C5H8S molecule at a distorted geometry, from OMol25.

The geometry in XYZ format:
```
14
Properties=species:S:1:pos:R:3:mulliken_charge:R:1
H 2.44 -1.14 0.39 0.3184
H -0.62 0.23 1.77 0.2467
H -0.28 1.82 -0.28 0.3263
C -1.16 0.17 0.85 -0.0899
H -2.21 1.81 -0.27 0.2406
H 2.26 0.02 -1.00 0.2498
C 2.09 -1.02 -0.58 -0.7467
C -0.41 -0.67 -0.05 -0.2347
C -1.20 1.63 0.30 -0.9606
H 2.60 -1.70 -1.34 0.2518
S -0.66 -2.15 -1.28 -0.3810
H -1.33 2.38 1.12 0.2928
C 0.63 -1.15 -0.57 0.2185
H -2.17 -0.23 0.94 0.2680
```

Results
- E: -16147.0960 eV
- Multiplicity: 1
- ΔE to the lowest compared entry with this formula, charge and spin: 58.61 kcal/mol
- SMILES: CCC1=C(C)S1

---

Computed frontier orbital gap, in the same sequence as the records: 10.10, 8.14 eV.
Computed HOMO energy, in the same sequence as the records: -9.033, -7.309 eV.